{"formula": "C29H40NO3P2RhSi", "method": "ωB97M-V/def2-TZVPD", "elements": ["C", "C", "N", "C", "C", "C", "C", "P", "Rh", "P", "C", "O", "O", "H", "H", "H", "C", "C", "H", "H", "H", "H", "C", "C", "H", "H", "H", "H", "H", "H", "H", "H", "H", "H", "H", "H", "H", "H", "H", "H", "H", "H", "O", "Si", "C", "C", "C", "C", "C", "C", "C", "C", "C", "C", "C", "C", "C", "C", "C", "C", "C", "C", "H", "H", "H", "H", "H", "H", "H", "H", "H", "H", "H", "H", "H", "H", "H"], "coordinates": [[1.26, -1.44, -5.41], [1.32, -1.09, -4.03], [0.13, -0.95, -3.33], [-1.04, -1.24, -3.91], [-1.12, -1.57, -5.27], [0.04, -1.66, -6.02], [2.53, -0.80, -3.37], [2.46, -0.52, -1.62], [0.20, -0.27, -1.36], [-2.04, -0.24, -1.55], [-2.32, -1.18, -3.11], [2.20, 2.17, -4.38], [-0.45, 2.45, -3.85], [2.21, -1.51, -5.94], [-2.11, -1.71, -5.70], [0.00, -1.89, -7.09], [3.26, -1.92, -0.77], [3.53, 0.93, -1.29], [-3.13, -0.70, -3.68], [-2.68, -2.19, -2.83], [2.52, 1.26, -4.21], [3.47, -0.89, -3.93], [-3.12, -1.00, -0.31], [-2.72, 1.41, -1.87], [0.65, 1.47, -1.63], [-0.55, 3.40, -3.64], [0.52, 2.34, -4.08], [2.50, 2.38, -5.27], [0.18, -1.75, -0.78], [0.00, 1.38, -2.14], [4.30, -2.02, -1.13], [3.25, -1.76, 0.31], [2.70, -2.83, -1.01], [4.57, 0.68, -1.52], [3.20, 1.77, -1.92], [3.45, 1.22, -0.23], [-3.79, 1.32, -2.12], [-2.61, 2.01, -0.96], [-2.15, 1.86, -2.69], [-4.15, -1.00, -0.68], [-2.77, -2.02, -0.11], [-3.05, -0.42, 0.62], [-0.15, 0.55, 0.56], [-0.25, 0.30, 2.13], [-1.40, -1.10, 2.63], [-2.53, -0.89, 3.41], [-3.36, -1.96, 3.76], [-3.05, -3.26, 3.36], [-1.90, -3.48, 2.59], [-1.07, -2.41, 2.24], [1.35, -0.15, 2.97], [1.34, -0.52, 4.33], [2.55, -0.83, 4.98], [3.75, -0.80, 4.28], [3.76, -0.45, 2.92], [2.56, -0.12, 2.28], [-0.85, 1.92, 2.82], [-2.07, 2.47, 2.37], [-2.48, 3.73, 2.80], [-1.67, 4.47, 3.68], [-0.45, 3.94, 4.11], [-0.04, 2.67, 3.68], [-2.77, 0.12, 3.77], [-4.25, -1.77, 4.36], [-3.69, -4.10, 3.65], [-1.64, -4.49, 2.27], [-0.17, -2.60, 1.65], [0.39, -0.58, 4.87], [2.53, -1.08, 6.04], [4.69, -1.04, 4.79], [4.69, -0.44, 2.36], [2.56, 0.17, 1.22], [-2.70, 1.90, 1.67], [-3.43, 4.14, 2.45], [-2.00, 5.45, 4.03], [0.19, 4.51, 4.78], [0.92, 2.26, 4.01]], "mulliken_spin": [0.34, -0.13, 0.47, 0.38, 0.02, 0.35, 0.58, 0.02, 1.43, 0.14, -0.01, 0.01, 0.01, 0.01, 0.00, 0.05, 0.07, 0.02, 0.01, 0.03, -0.01, -0.02, 0.01, 0.00, -0.03, 0.00, 0.00, 0.00, 0.04, 0.06, 0.00, -0.01, 0.00, 0.00, 0.00, 0.00, 0.00, 0.00, 0.00, 0.01, 0.00, 0.00, 0.14, -0.04, 0.00, 0.00, 0.00, 0.00, 0.00, 0.01, 0.01, 0.00, 0.00, 0.00, 0.00, 0.04, 0.00, 0.00, 0.00, 0.00, 0.00, 0.00, 0.00, 0.00, 0.00, 0.00, 0.01, 0.00, 0.00, 0.00, 0.00, -0.04, 0.00, 0.00, 0.00, 0.00, 0.00], "max_force_ev_per_a": 3.5, "total_energy_ha": -2492.157807, "homo_lumo_gap_ev": [4.4, 6.7], "lumo_ev": [0.4, -1.7], "e_above_lowest_ev": 0.0000, "multiplicity": 5, "s_squared": 6.035}

***

{"formula": "C22H37BrFINO3", "method": "ωB97M-V/def2-TZVPD", "elements": ["C", "C", "C", "C", "C", "C", "C", "C", "F", "C", "C", "O", "O", "C", "C", "C", "C", "C", "C", "I", "C", "C", "C", "N", "C", "Br", "C", "C", "H", "H", "H", "H", "H", "H", "H", "H", "H", "H", "H", "H", "H", "H", "H", "H", "H", "H", "H", "H", "H", "H", "H", "H", "H", "H", "H", "H", "H", "H", "H", "H", "H", "H", "H", "O", "H", "H"], "coordinates": [[-0.56, -3.32, -2.51], [-0.90, -1.90, -1.93], [-1.85, -1.20, -2.91], [-2.35, 0.25, -2.46], [-1.88, 0.66, -1.10], [-0.61, 1.22, -1.04], [0.25, 1.51, -2.27], [-0.31, 2.79, -2.98], [0.39, 0.45, -3.14], [-0.06, 1.58, 0.17], [1.32, 2.20, 0.28], [1.45, 3.36, 0.60], [2.43, 1.45, -0.02], [2.80, 0.52, 1.06], [2.04, -0.81, 0.83], [4.32, 0.34, 0.94], [4.87, -0.63, 2.02], [6.01, -1.50, 1.39], [-0.84, 1.41, 1.33], [0.01, 1.96, 3.19], [-2.11, 0.90, 1.23], [-2.90, 0.81, 2.51], [-2.54, -0.51, 3.31], [-2.61, 0.51, 0.03], [-4.00, -0.02, 0.00], [-4.13, -1.86, -0.64], [-4.98, 0.94, -0.75], [-6.29, 1.04, 0.07], [-1.01, -3.39, -3.51], [0.51, -3.44, -2.67], [-1.00, -4.13, -1.92], [0.07, -1.40, -1.81], [-1.32, -2.06, -0.93], [-1.40, -1.14, -3.90], [-2.74, -1.83, -3.02], [-1.96, 0.92, -3.23], [-3.43, 0.24, -2.59], [1.27, 1.78, -1.98], [0.45, 3.57, -3.01], [-1.21, 3.14, -2.49], [-0.51, 2.50, -4.02], [2.60, 0.95, 2.04], [1.46, -1.10, 1.72], [1.32, -0.73, 0.00], [2.74, -1.61, 0.57], [4.74, 1.35, 1.03], [4.51, 0.01, -0.09], [5.27, -0.02, 2.83], [4.05, -1.25, 2.41], [6.03, -2.45, 1.92], [5.74, -1.70, 0.35], [6.94, -0.94, 1.45], [-3.98, 0.89, 2.37], [-2.67, 1.63, 3.19], [-2.36, -0.23, 4.36], [-1.63, -0.96, 2.94], [-3.41, -1.17, 3.29], [-4.41, -0.10, 0.99], [-4.52, 1.92, -0.85], [-5.26, 0.50, -1.71], [-6.08, 1.52, 1.04], [-7.01, 1.61, -0.52], [-6.63, 0.02, 0.26], [8.97, -1.85, 2.58], [9.10, -0.94, 2.86], [9.79, -2.28, 2.81]], "nbo_charge": [-0.61, -0.43, -0.37, -0.49, 0.31, 0.00, 0.17, -0.65, -0.35, -0.07, 0.79, -0.48, -0.54, 0.10, -0.66, -0.41, -0.41, -0.59, -0.15, 0.27, 0.24, -0.47, -0.61, -0.32, -0.08, 0.08, -0.44, -0.60, 0.21, 0.22, 0.22, 0.21, 0.20, 0.23, 0.22, 0.26, 0.24, 0.21, 0.24, 0.21, 0.24, 0.19, 0.22, 0.22, 0.23, 0.22, 0.21, 0.21, 0.20, 0.22, 0.19, 0.22, 0.23, 0.26, 0.24, 0.22, 0.23, 0.25, 0.22, 0.23, 0.20, 0.24, 0.22, -0.94, 0.47, 0.47], "max_force_ev_per_a": 2.0, "total_energy_ha": -4112.258236, "homo_lumo_gap_ev": 8.5, "total_charge": 1, "lumo_ev": -4.2, "e_above_lowest_ev": 0.5906}

***

{"formula": "C4H6ClF", "method": "ωB97M-V/def2-TZVPD", "elements": ["F", "C", "C", "C", "C", "Cl", "H", "H", "H", "H", "H", "H"], "coordinates": [[1.14, -1.89, -0.15], [0.39, -0.89, 0.40], [1.05, 0.47, 0.05], [-0.33, 0.97, -0.06], [-0.91, -0.45, -0.35], [-2.65, -0.73, 0.08], [0.21, -1.20, 1.41], [1.72, 0.98, 0.87], [1.51, 0.18, -0.87], [-0.55, 1.64, -0.85], [-0.70, 1.46, 0.86], [-0.88, -0.54, -1.40]], "nbo_charge": [-0.36, 0.21, -0.44, -0.41, -0.22, -0.06, 0.18, 0.23, 0.23, 0.21, 0.22, 0.21], "max_force_ev_per_a": 3.2, "total_energy_ha": -716.019710, "homo_lumo_gap_ev": 11.6, "lumo_ev": 1.1, "smiles": "F[C@H]1CC[C@@H]1Cl", "e_above_lowest_ev": 0.8533}